--- i ---
Here is C4H9N in the gas phase from the OMol25 dataset. Energies are from ωB97M-V/def2-TZVPD.

Structure (ORCA input):
```
! RIJCOSX wB97M-V def2-TZVPD def2/J DEFGRID3
* xyz 0 1
C -0.428 1.527 0.581
C -0.427 0.097 0.739
C -0.956 -0.758 -0.364
C 0.460 -0.948 -0.067
H 0.026 2.081 1.540
H -1.462 1.858 0.464
H 0.223 1.878 -0.240
H -0.725 -0.214 1.671
H -1.690 -1.585 -0.126
H -1.316 -0.337 -1.283
H 0.942 -1.744 0.556
H 2.460 -0.663 -0.590
H 1.428 -0.837 -1.933
N 1.464 -0.355 -0.949
*
```

SMILES = C[C@H]1C[C@H]1N
Orbital gap = 9.833 eV


--- ii ---
Here is 2 unconnected molecules or ions with the total composition C4H9N from the OMol25 dataset. Energies are from ωB97M-V/def2-TZVPD.

Structure (ORCA input):
```
! RIJCOSX wB97M-V def2-TZVPD def2/J DEFGRID3
* xyz 0 1
N 0.899 -2.663 -1.103
C 0.149 -1.471 -1.124
C -0.266 0.905 1.852
C 0.042 1.605 0.571
C -0.931 1.995 -0.282
H 0.504 -0.696 -1.902
H 1.181 -2.825 -1.975
H 0.320 -0.736 -0.291
H -1.075 -1.675 -1.207
H -0.293 1.606 2.627
H -1.283 0.508 1.670
H 0.495 0.110 2.010
H 1.184 1.801 0.443
H -0.925 1.536 -1.290
*
```

Orbital gap = 3.217 eV


According to the calculations, the structures order from most to least stable as i, ii.


--- i ---
Here is C4H9N in the gas phase from the OMol25 dataset. Energies are from ωB97M-V/def2-TZVPD.

Structure (ORCA input):
```
! RIJCOSX wB97M-V def2-TZVPD def2/J DEFGRID3
* xyz 0 1
C 1.150 -0.640 -1.150
C -0.107 -0.660 0.956
C -1.026 0.673 1.035
C -0.698 0.821 -0.506
H 1.031 -0.554 -2.251
H 1.961 0.151 -0.818
H 1.628 -1.591 -0.973
H 0.921 -0.548 1.543
H -0.529 -1.540 1.394
H -2.036 0.320 1.375
H -0.721 1.426 1.718
H -0.026 1.688 -0.612
H -1.494 0.959 -1.249
N -0.053 -0.506 -0.462
*
```

SMILES = CN1CCC1
Orbital gap = 9.653 eV


--- ii ---
Here is 2 unconnected molecules or ions with the total composition C4H9N from the OMol25 dataset. Energies are from ωB97M-V/def2-TZVPD.

Structure (ORCA input):
```
! RIJCOSX wB97M-V def2-TZVPD def2/J DEFGRID3
* xyz 0 1
C -0.913 0.953 3.430
N -1.673 0.056 2.961
H -1.207 1.692 4.178
H 0.091 1.117 3.057
H -1.111 -0.557 2.370
C -0.319 0.447 -1.678
C 0.537 -0.702 -2.199
C 1.611 -1.224 -1.569
H -0.637 0.915 -2.610
H -1.161 0.061 -1.111
H 0.396 0.969 -1.033
H 0.500 -0.857 -3.283
H 1.904 -2.240 -1.779
H 1.981 -0.631 -0.733
*
```

SMILES = C=CC.C=N
Orbital gap = 10.069 eV


--- iii ---
Here is 2 unconnected molecules or ions with the total composition C4H9N from the OMol25 dataset. Energies are from ωB97M-V/def2-TZVPD.

Structure (ORCA input):
```
! RIJCOSX wB97M-V def2-TZVPD def2/J DEFGRID3
* xyz 0 1
C -4.624 -2.709 1.374
C -5.909 -2.370 1.302
H -3.886 -1.945 1.469
H -4.230 -3.838 1.436
H -6.310 -1.309 1.223
H -6.518 -3.098 1.739
C 4.799 0.995 -0.990
C 4.211 2.245 -0.897
N 2.924 2.623 -1.515
H 4.368 0.429 -1.800
H 5.498 0.585 -0.176
H 4.930 3.108 -0.865
H 2.587 3.283 -0.921
H 2.160 1.999 -1.379
*
```

SMILES = C=CN.C=C
Orbital gap = 9.567 eV


--- iv ---
Here is C4H9N in the gas phase from the OMol25 dataset. Energies are from ωB97M-V/def2-TZVPD.

Structure (ORCA input):
```
! RIJCOSX wB97M-V def2-TZVPD def2/J DEFGRID3
* xyz 0 1
C 1.405 -0.575 1.045
C 0.456 0.618 0.752
C -0.567 0.315 -0.329
C -1.806 0.028 0.080
N 0.079 -0.084 -1.667
H 1.031 -1.518 1.465
H 1.806 -0.948 0.112
H 2.204 -0.177 1.630
H 0.009 0.810 1.703
H 1.248 1.361 0.593
H -2.125 0.673 0.919
H -2.463 -0.866 -0.277
H 1.105 -0.103 -1.737
H -0.296 -0.964 -2.024
*
```

SMILES = C=C(N)CC
Orbital gap = 9.492 eV


According to the calculations, the structures order from most to least stable as i, iv, ii, iii.